Record 1
A molecular structure, C50H126N2O22Y. Source: OMol25; level of theory: the ωB97M-V functional and the def2-TZVPD basis.

XYZ file:
```
201
C50H126N2O22Y, DFT the ωB97M-V functional and the def2-TZVPD basis
Y 0.41785 -0.77967 -4.21133
C -0.73702 -1.86454 0.08545
C -0.72397 -0.33480 0.08090
C -0.63213 0.07900 1.56591
C -0.15937 1.47609 1.80874
C 1.12413 1.74034 1.03047
C 1.11272 1.50872 -0.48464
N 0.42945 0.20236 -0.68745
O 0.38795 -0.20302 -2.04453
C 2.57309 1.37711 -0.90389
C 0.41582 2.69906 -1.14397
C -2.03296 0.11172 -0.55948
H -0.80387 -2.31875 -0.90412
H -1.60436 -2.16101 0.68138
H 0.11553 -2.39046 0.52150
H -0.00886 -0.68685 2.04213
H -1.54540 -0.08985 2.14877
H 0.01805 1.58111 2.88103
H -0.88619 2.23562 1.50474
H 2.00884 1.29807 1.49691
H 1.29190 2.81744 1.16525
H 2.58134 1.30131 -1.99429
H 2.91268 0.41382 -0.52911
H 3.16938 2.17785 -0.47437
H 0.99743 3.62630 -1.12510
H -0.56538 2.93031 -0.72986
H 0.27137 2.54141 -2.21867
H -2.92688 -0.17027 0.00831
H -2.13876 -0.14272 -1.61399
H -2.27730 1.18267 -0.59282
C 1.26568 -7.72426 -0.24171
C 1.84545 -6.30689 -0.36712
C 2.13323 -5.75308 1.05833
C 3.44896 -6.29935 1.62379
C 4.61129 -6.00129 0.67642
C 4.37199 -6.70697 -0.69834
N 3.07657 -6.21793 -1.15254
O 2.88448 -6.38402 -2.41457
C 4.47385 -8.23212 -0.47350
C 5.53689 -6.23737 -1.57283
C 0.81060 -5.32263 -0.88969
H 1.60799 -8.37713 -1.04147
H 0.18817 -7.75900 -0.06733
H 1.56392 -8.20069 0.69927
H 1.42833 -6.14107 1.80024
H 2.10820 -4.66579 1.11992
H 3.33850 -7.37781 1.75056
H 3.79007 -5.96724 2.60849
H 5.45788 -6.54468 1.11180
H 4.91651 -4.95509 0.65320
H 3.69008 -8.61344 0.17423
H 5.46444 -8.58171 -0.19606
H 4.21822 -8.68042 -1.44033
H 5.55609 -5.19014 -1.86993
H 5.76928 -6.90365 -2.40148
H 6.40476 -6.25578 -0.90314
H 0.41974 -5.74053 -1.82798
H 1.08010 -4.27360 -0.97048
H -0.15529 -5.38822 -0.37165
C -6.24827 0.15235 0.57596
C -5.85813 -0.02158 -0.87907
C -6.24578 -1.40620 -1.38091
O -6.69318 0.96193 -1.59605
H -5.82185 1.04935 1.03581
H -5.83385 -0.65323 1.18585
H -7.32366 0.18547 0.75504
H -4.83867 0.25299 -1.14898
H -5.34328 -2.00994 -1.24258
H -6.59102 -1.43490 -2.41293
H -7.04235 -1.86053 -0.79035
H -7.17984 1.39142 -0.88696
C 0.91466 -3.75346 4.13185
C -0.39893 -3.13665 4.62884
C -0.98228 -3.83843 5.84730
O -0.13640 -1.75961 4.94314
H 0.99652 -3.29859 3.13916
H 0.76844 -4.82354 3.98321
H 1.84501 -3.52762 4.64764
H -1.17738 -3.13049 3.86619
H -1.99260 -3.46481 6.02038
H -0.41463 -3.59940 6.74897
H -0.98864 -4.90429 5.62380
H 0.40846 -1.76156 5.73756
C 0.63559 7.01816 -2.33183
C 1.94015 6.76123 -3.08194
C 3.12339 6.65848 -2.14584
O 1.80004 5.54533 -3.80849
H 0.27384 6.13947 -1.79611
H -0.13080 7.53103 -2.91958
H 0.69256 7.76094 -1.52336
H 2.14032 7.60635 -3.74665
H 2.97353 5.94711 -1.33430
H 3.40766 7.64191 -1.77908
H 3.94143 6.23819 -2.73755
H 1.30287 5.68348 -4.61888
C 2.93835 5.65303 3.67964
C 4.04749 5.83067 2.67076
C 3.61578 5.44449 1.26051
O 4.51853 7.16255 2.76178
H 2.07647 6.22472 3.31012
H 3.17166 6.17504 4.60658
H 2.65183 4.61055 3.80099
H 4.86907 5.20872 3.05537
H 2.92131 6.23935 0.97161
H 3.02971 4.52690 1.34728
H 4.40785 5.36460 0.51835
H 4.97534 7.47186 1.97631
C -4.38607 3.60927 -0.49966
C -4.13236 3.90188 -1.95627
C -2.70727 3.65769 -2.41559
O -4.93174 3.01284 -2.77383
H -5.45543 3.70841 -0.30528
H -3.89832 4.33823 0.15278
H -4.00487 2.62426 -0.22868
H -4.51539 4.83453 -2.37909
H -2.60058 3.80853 -3.49054
H -2.39468 2.67026 -2.08964
H -1.98630 4.36806 -1.99831
H -5.64344 2.53246 -2.33352
C 5.95111 1.49893 0.97457
C 5.78910 1.22712 2.46840
C 4.71667 2.01563 3.20354
O 5.35667 -0.14104 2.57859
H 4.94194 1.66549 0.58909
H 6.42861 0.69621 0.41780
H 6.47411 2.43308 0.75187
H 6.76464 1.40035 2.93518
H 3.80994 1.41065 3.24029
H 4.49935 2.89494 2.58688
H 4.87693 2.40756 4.20597
H 6.08053 -0.76223 2.45750
C 3.22952 -2.14625 -0.04327
C 4.54829 -1.83657 -0.73192
O 4.77948 -2.84135 -1.70110
O 2.17229 -2.25035 -0.98375
H 3.01752 -1.38855 0.71891
H 3.30639 -3.08902 0.50408
H 5.35002 -1.68882 -0.00005
H 4.46648 -0.93328 -1.35057
H 5.39890 -2.50972 -2.35478
H 1.63012 -1.45034 -0.89437
C -3.04153 2.44056 3.99432
C -2.16625 1.62063 4.91556
O -2.35407 0.21633 4.78952
O -2.73431 3.83976 4.19695
H -4.10428 2.38151 4.22962
H -2.79352 2.28161 2.94661
H -2.26471 1.90184 5.97737
H -1.11986 1.95351 4.87516
H -1.49502 -0.14371 5.04459
H -3.12322 4.08970 5.04086
C -5.15342 -2.93716 2.78765
C -4.15958 -1.82380 3.01163
O -4.69447 -0.90068 3.93298
O -4.56076 -3.68416 1.70368
H -6.19584 -2.67342 2.61053
H -5.10442 -3.61229 3.64767
H -3.87835 -1.28689 2.09340
H -3.19853 -2.28410 3.27461
H -3.96449 -0.41818 4.35273
H -5.17759 -4.38711 1.47933
C -1.26060 5.11317 1.55664
C -1.14351 5.98052 0.31441
O -1.83413 7.21209 0.44990
O -2.52676 4.44617 1.54355
H -1.27859 5.70811 2.47110
H -0.42097 4.41064 1.52503
H -1.64632 5.46059 -0.51483
H -0.10697 6.05094 -0.03887
H -1.95300 7.55546 -0.43949
H -2.77955 4.33195 2.47456
C -3.90872 0.29237 -4.77366
C -3.04377 -0.92884 -5.04066
O -1.96559 -0.88329 -4.04414
O -3.30341 1.60500 -4.78720
H -4.38327 0.28301 -3.78650
H -4.73045 0.24173 -5.49624
H -2.54185 -0.87983 -6.00475
H -3.54580 -1.87332 -4.84407
H -2.31597 -1.13508 -3.17409
H -4.01988 2.24736 -4.69043
C -2.76285 -5.55475 -3.17270
C -3.26236 -4.47480 -2.21232
O -2.61885 -3.25542 -2.52099
O -3.25338 -5.44819 -4.48303
H -3.02008 -6.55173 -2.80469
H -1.66674 -5.54715 -3.13144
H -3.04583 -4.81128 -1.18876
H -4.34950 -4.42891 -2.14849
H -1.65922 -3.30530 -2.49282
H -2.65962 -5.00239 -5.09011
C 1.64294 2.37770 -4.86093
C 0.11326 2.50803 -5.03113
O -0.57734 1.29973 -4.67472
O 1.92069 0.96392 -4.93347
H 1.98939 2.62088 -3.85653
H 2.12210 3.01200 -5.60273
H -0.11561 2.82885 -6.05252
H -0.26113 3.39114 -4.50533
H -1.53766 1.53296 -4.67478
H 2.82555 0.94383 -5.27122
```

Output
orbital gap	0.0877	hartree
highest occupied orbital energy	-6.26	eV
total charge	+1
2S+1	1

=====

Record 2
25 unconnected molecules or ions with the total composition C50H150O25. Source: OMol25; level of theory: the ωB97M-V functional and the def2-TZVPD basis.

XYZ file:
```
225
C50H150O25, DFT the ωB97M-V functional and the def2-TZVPD basis
C 19.87677 16.90967 13.56921
C 18.56460 16.93416 14.35992
O 17.52109 16.23385 13.68550
H 19.67823 17.21401 12.55548
H 20.32937 15.93165 13.56538
H 20.69668 17.55199 13.89294
H 18.14257 17.88928 14.54203
H 18.72169 16.50507 15.34038
H 17.82314 15.32967 13.51841
C 13.87952 14.85753 24.53014
C 14.80208 15.80327 25.34480
O 16.06296 15.77114 24.74610
H 14.15410 13.79413 24.69401
H 13.91266 15.04734 23.44389
H 12.83074 14.98889 24.82164
H 14.71560 15.42749 26.39149
H 14.35161 16.77248 25.33668
H 16.65327 16.25861 25.35018
C 15.00459 18.56942 21.48300
C 15.72940 17.20571 21.07927
O 15.16062 16.06254 21.64524
H 13.97233 18.63911 21.16068
H 15.56521 19.42998 21.10522
H 14.92040 18.54981 22.55535
H 16.75643 17.24708 21.43750
H 15.76607 17.04910 19.98715
H 15.30821 16.02280 22.59625
C 18.96307 10.43225 17.48686
C 18.05500 11.58679 17.07837
O 18.75212 12.73007 16.61834
H 18.31943 9.55239 17.66209
H 19.61487 10.69891 18.34097
H 19.59967 10.17411 16.64019
H 17.35593 11.89916 17.84178
H 17.47400 11.32947 16.20067
H 19.28196 13.18332 17.34546
C 13.27634 21.61097 14.82118
C 13.46277 20.17610 14.40455
O 13.77701 19.42026 15.59328
H 14.19291 21.97425 15.31894
H 12.50783 21.75166 15.63399
H 12.99674 22.29392 14.00860
H 14.25208 20.16992 13.61504
H 12.56265 19.82709 13.93262
H 14.18086 18.52724 15.35997
C 22.15308 19.85152 17.90920
C 21.37260 18.71472 18.43475
O 20.33233 18.30717 17.57231
H 23.09322 20.06732 18.43820
H 21.60240 20.78888 17.75502
H 22.48787 19.57729 16.90974
H 20.95204 18.89320 19.48845
H 22.09961 17.90743 18.53732
H 19.82782 19.07159 17.22896
C 17.19171 20.01043 18.51936
C 17.30433 19.43260 17.13959
O 18.43104 19.93960 16.42931
H 18.06039 19.72695 19.09305
H 16.30763 19.68449 19.01629
H 17.25920 21.09510 18.44416
H 16.41283 19.62677 16.52224
H 17.45132 18.32165 17.21031
H 18.34569 20.86087 16.16882
C 11.56824 20.53486 18.49911
C 12.26206 19.16427 18.90688
O 13.61107 19.20520 18.45022
H 11.65589 20.85357 17.44835
H 12.08173 21.28925 19.16366
H 10.49552 20.50771 18.79938
H 11.71992 18.27724 18.58201
H 12.30225 19.19059 19.99513
H 13.63777 19.42532 17.50246
C 18.84606 15.56838 19.03484
C 20.22198 14.99488 19.38799
O 20.37938 13.73358 18.81000
H 18.53830 16.39191 19.62692
H 18.15553 14.71970 19.12321
H 18.85084 15.97792 17.99299
H 20.35781 14.86587 20.44282
H 20.99387 15.62859 19.00655
H 21.22416 13.43109 19.05564
C 15.47141 23.03002 20.47723
C 14.87700 23.85065 21.59885
O 15.81594 24.20183 22.61547
H 15.65464 22.00099 20.82117
H 16.41034 23.38980 20.11205
H 14.78096 22.90008 19.62996
H 14.06680 23.25450 22.10126
H 14.42684 24.78465 21.15016
H 15.31230 24.72618 23.24492
C 19.00732 13.01543 12.05565
C 19.17899 13.01747 13.55834
O 18.10075 13.64869 14.22466
H 17.99752 12.70630 11.73777
H 19.68318 12.27606 11.63461
H 19.29272 13.96743 11.58979
H 20.11269 13.58602 13.72960
H 19.25013 11.96016 13.91432
H 18.20784 13.52705 15.15888
C 9.99662 18.82103 15.75997
C 9.96745 19.74020 14.47942
O 8.56128 19.67087 14.11298
H 11.02995 18.63722 16.07692
H 9.51586 17.86882 15.60428
H 9.38280 19.31218 16.58322
H 10.62982 19.29738 13.73710
H 10.26373 20.76371 14.75936
H 8.35865 20.29445 13.41948
C 11.50956 9.58833 14.13370
C 11.92120 10.57197 15.21421
O 11.22480 11.78117 15.09982
H 10.44190 9.28106 14.02562
H 12.07689 8.67110 14.31915
H 11.92574 9.97841 13.17293
H 13.00480 10.69055 15.33514
H 11.63305 10.18383 16.19190
H 11.28420 12.10455 14.15106
C 10.53811 13.25146 10.22578
C 10.39154 13.70443 11.67456
O 11.27382 12.97326 12.62221
H 11.64197 13.14781 10.04647
H 10.12878 14.04524 9.57310
H 10.09625 12.27823 9.97919
H 9.35260 13.70067 11.99421
H 10.80556 14.67310 11.81108
H 12.03279 12.62309 12.08974
C 14.55363 13.01321 13.48093
C 14.74248 11.73871 12.61980
O 13.69259 11.65473 11.63865
H 14.52013 13.89189 12.77402
H 15.40528 13.12210 14.15124
H 13.60817 12.93709 13.98866
H 14.72718 10.89668 13.31210
H 15.74045 11.80314 12.23532
H 13.84520 11.06634 10.89217
C 17.88998 12.39441 21.44002
C 17.11949 13.70607 21.35866
O 16.13100 13.65489 20.34619
H 17.14330 11.61961 21.52429
H 18.58688 12.36565 22.30156
H 18.41929 12.17845 20.47888
H 17.83445 14.49533 21.17263
H 16.70402 13.88946 22.37193
H 15.52377 14.36996 20.58899
C 16.46250 20.03036 12.04424
C 15.75166 18.71658 11.81581
O 14.76960 18.86953 10.77635
H 17.02406 20.30619 11.12977
H 17.07935 20.07908 12.89831
H 15.74024 20.89977 12.19878
H 15.25128 18.41924 12.68624
H 16.49077 17.97271 11.57635
H 14.99700 18.33904 9.96832
C 15.70403 15.06916 9.75269
C 14.63361 15.83741 8.98137
O 15.18527 17.03060 8.30469
H 15.27060 14.27094 10.41562
H 16.23263 15.78199 10.42569
H 16.31324 14.59501 9.02923
H 13.78073 16.18266 9.57664
H 14.16437 15.25333 8.22375
H 14.66733 17.25528 7.50214
C 9.19919 14.56911 14.98034
C 10.07921 14.85817 16.21050
O 10.11706 13.76399 17.13731
H 9.64824 13.77070 14.34818
H 9.15815 15.52267 14.34983
H 8.16906 14.36991 15.23697
H 9.74117 15.75311 16.74467
H 11.10200 15.10511 15.79244
H 10.46724 12.99638 16.60751
C 15.48754 16.19297 17.73763
C 15.03384 15.82550 16.29810
O 15.24991 16.92341 15.39714
H 16.58682 16.21982 17.72332
H 15.16189 15.43328 18.51874
H 15.04368 17.10154 18.08897
H 13.91808 15.64052 16.28768
H 15.55945 14.95705 15.92046
H 15.93832 16.59341 14.80534
C 12.24259 16.47149 13.83735
C 12.84706 16.72819 12.54860
O 12.49570 18.07346 12.25927
H 12.70898 16.98532 14.67897
H 12.38742 15.38214 14.11677
H 11.21378 16.74898 13.75804
H 12.51247 16.03322 11.76344
H 13.95094 16.56988 12.65393
H 13.14861 18.49444 11.68935
C 14.21330 12.30818 18.07948
C 14.32710 11.30313 19.25147
O 14.10555 10.02959 18.62826
H 13.22570 12.22505 17.71128
H 14.99846 12.14238 17.28832
H 14.35486 13.30626 18.48875
H 13.59372 11.48336 20.04438
H 15.31667 11.37118 19.76980
H 14.01560 9.33894 19.31010
C 9.85995 17.49431 22.30021
C 9.17918 17.71071 20.92309
O 8.20625 16.76010 20.62664
H 9.03641 17.15106 22.96611
H 10.37714 18.37978 22.64504
H 10.53565 16.68054 22.17445
H 9.99872 17.72774 20.16992
H 8.58611 18.65804 20.86356
H 8.60060 15.92907 20.39326
C 16.46304 8.69009 14.57242
C 15.50053 9.06183 15.67125
O 15.94287 8.60231 16.98550
H 17.44249 9.07750 14.91326
H 16.06124 9.11621 13.65719
H 16.62684 7.57899 14.54986
H 14.51517 8.64401 15.43272
H 15.39470 10.19978 15.67319
H 15.34393 9.01965 17.59709
C 12.38532 15.10868 19.80962
C 11.39672 14.18609 20.37570
O 10.05262 14.51678 19.90676
H 12.41416 14.86577 18.71896
H 13.37305 14.92640 20.34291
H 12.17170 16.17731 19.89445
H 11.26326 14.11629 21.44781
H 11.61233 13.13428 20.11199
H 9.96697 14.24921 18.96025
```

Output
orbital gap	0.3495	hartree
highest occupied orbital energy	-9.24	eV
total charge	0
2S+1	1